Record 1
Below is a cluster of 5 separate species, C14H34BrN9O7S in total in a non-equilibrium geometry, with properties calculated with ωB97M-V with the def2-TZVPD basis set.

Structure (ORCA input):
```
! wB97M-V def2-TZVPD RIJCOSX def2/J DEFGRID3
* xyz 0 1
C -2.718 -0.928 0.744
C -1.509 -1.183 -0.092
C -0.405 -2.403 0.209
C 0.826 -1.694 1.028
C 2.094 -2.674 1.368
C 2.256 -2.680 3.026
C 3.524 -2.009 0.810
C -1.237 -3.540 1.066
C -0.547 -5.026 1.081
Br -1.795 -6.197 2.191
O -0.483 -5.686 -0.242
S 0.419 -4.779 -1.368
O 1.962 -5.102 -1.327
O -0.045 -5.274 -2.794
C 0.030 -2.948 -1.308
N 1.092 -2.058 -1.965
H -2.751 -0.874 1.914
H -3.738 -0.703 0.175
H -1.294 -0.450 -0.994
H 0.440 -1.208 2.038
H 1.248 -0.788 0.387
H 2.041 -3.744 0.901
H 1.227 -2.619 3.591
H 2.829 -1.663 3.274
H 2.948 -3.538 3.423
H 3.430 -1.924 -0.355
H 3.716 -0.982 1.358
H 4.374 -2.793 1.104
H -2.326 -3.686 0.600
H -1.302 -3.159 2.171
H 0.484 -5.071 1.653
H -0.950 -2.793 -1.971
H 0.766 -1.077 -1.721
H 0.858 -2.135 -3.001
N -2.884 2.045 2.312
C -1.597 1.928 2.684
N -1.191 2.838 3.588
O -0.856 1.067 2.236
H -3.509 2.748 2.669
H -3.230 1.380 1.632
H -0.229 2.785 3.895
H -1.786 3.554 3.968
N 3.347 -5.624 -3.748
C 3.435 -6.470 -4.789
N 2.260 -6.755 -5.379
O 4.495 -6.942 -5.169
H 2.483 -5.225 -3.420
H 4.209 -5.383 -3.276
H 2.282 -7.389 -6.167
H 1.377 -6.377 -5.081
N -2.423 4.801 0.446
C -2.349 5.729 1.417
N -2.432 6.999 0.982
O -2.218 5.442 2.596
H -2.531 5.018 -0.531
H -2.364 3.831 0.730
H -2.381 7.729 1.681
H -2.541 7.256 0.016
N -0.162 10.406 -2.157
C -0.768 9.379 -1.534
N -0.911 9.537 -0.206
O -1.156 8.384 -2.126
H 0.164 11.233 -1.687
H -0.035 10.327 -3.158
H -1.362 8.787 0.301
H -0.598 10.349 0.299
*
```

E_LUMO	-0.278	eV
E_HOMO	-0.3290	Eh
gap between HOMO and LUMO	0.319	Ha
calculated total energy	-123686.2190	eV

***

Record 2
Below is a structure of composition C14H35NOSSi2 in a non-equilibrium geometry, with properties calculated with ωB97M-V with the def2-TZVPD basis set.

Structure (ORCA input):
```
! wB97M-V def2-TZVPD RIJCOSX def2/J DEFGRID3
* xyz 0 1
C -0.920 0.668 2.428
C -1.703 0.988 1.408
S -2.585 -0.119 0.359
C -2.516 -1.765 1.056
C -1.161 -2.461 0.876
O -1.275 -3.828 1.227
C -4.324 0.383 0.621
C -4.552 1.663 -0.187
C -4.671 0.580 2.103
C -6.142 0.227 2.406
H -0.381 -0.263 2.533
H -0.721 1.432 3.170
H -1.841 2.020 1.103
H -2.849 -1.769 2.097
H -3.249 -2.317 0.460
H -0.391 -2.007 1.494
H -0.865 -2.390 -0.172
H -2.182 -4.071 1.416
H -4.907 -0.438 0.202
H -4.662 1.456 -1.250
H -3.733 2.372 -0.065
H -5.457 2.148 0.177
H -4.453 1.608 2.390
H -4.027 -0.044 2.725
H -6.201 -0.532 3.183
H -6.706 1.094 2.741
H -6.651 -0.174 1.527
C 1.108 2.221 -2.664
Si 2.057 1.044 -1.521
C 0.859 -0.409 -1.186
C 2.189 1.940 0.161
N 3.485 0.601 -2.207
Si 4.671 -0.416 -1.630
C 4.086 -2.204 -1.327
C 5.466 0.151 0.003
C 6.076 -0.530 -2.889
H 0.140 2.535 -2.250
H 1.704 3.118 -2.842
H 0.924 1.736 -3.625
H -0.138 -0.011 -0.939
H 1.201 -1.007 -0.335
H 0.769 -1.064 -2.055
H 2.938 2.731 0.098
H 2.487 1.251 0.958
H 1.238 2.403 0.463
H 3.444 -2.272 -0.443
H 4.929 -2.886 -1.168
H 3.521 -2.564 -2.191
H 5.728 1.210 -0.058
H 6.379 -0.411 0.226
H 4.786 0.015 0.850
H 6.498 0.462 -3.066
H 5.697 -0.914 -3.838
H 6.885 -1.189 -2.555
*
```

E_LUMO	-1.116	eV
E_HOMO	-0.2126	Eh
gap between HOMO and LUMO	0.172	Ha
calculated total energy	-45211.7839	eV

***

Record 3
Below is a structure of composition C14H36AsIOP in a non-equilibrium geometry, with properties calculated with ωB97M-V with the def2-TZVPD basis set.

Structure (ORCA input):
```
! wB97M-V def2-TZVPD RIJCOSX def2/J DEFGRID3
* xyz -1 1
C 4.618 3.932 7.486
C 3.351 3.686 6.686
As 3.672 3.093 4.752
P 4.217 2.443 2.588
O 4.571 3.992 1.792
I 6.279 1.099 2.648
H 4.964 3.122 8.259
H 5.247 4.899 7.261
H 2.266 3.822 7.131
H 5.173 2.785 5.119
H 4.150 4.574 4.483
H 2.214 3.419 4.323
H 3.291 1.640 5.168
H 5.276 4.387 2.403
C 2.084 3.063 -0.118
C 1.611 1.648 0.180
C 2.315 0.586 -0.668
C 2.088 0.701 -2.181
C 0.623 0.659 -2.626
C -0.070 -0.651 -2.288
H 1.869 3.353 -1.149
H 1.575 3.775 0.541
H 3.162 3.157 0.052
H 0.526 1.588 0.050
H 1.805 1.431 1.238
H 1.995 -0.405 -0.327
H 3.394 0.635 -0.477
H 2.633 -0.113 -2.675
H 2.540 1.630 -2.548
H 0.589 0.801 -3.714
H 0.065 1.495 -2.190
H 0.446 -1.497 -2.755
H -1.100 -0.637 -2.657
H -0.107 -0.822 -1.209
C -4.452 -0.944 -1.893
C -4.671 -2.242 -1.131
C -3.566 -3.274 -1.368
C -3.423 -3.759 -2.816
C -4.684 -4.380 -3.424
C -5.143 -5.636 -2.700
H -4.457 -1.103 -2.975
H -5.251 -0.231 -1.659
H -3.498 -0.484 -1.614
H -5.649 -2.659 -1.389
H -4.708 -2.014 -0.059
H -3.742 -4.134 -0.712
H -2.606 -2.846 -1.052
H -2.610 -4.494 -2.856
H -3.103 -2.923 -3.450
H -4.473 -4.638 -4.469
H -5.499 -3.648 -3.447
H -4.358 -6.398 -2.707
H -6.026 -6.053 -3.195
H -5.414 -5.427 -1.661
*
```

E_LUMO	2.326	eV
E_HOMO	-0.1258	Eh
gap between HOMO and LUMO	0.211	Ha
calculated total energy	-95371.2292	eV
energy above the lowest of the compared OMol25 structures with the same formula, charge and spin	27.7	kcal per mole

***

Record 4
Below is a structure of composition C14H36F6N4O8S2 in a non-equilibrium geometry, with properties calculated with ωB97M-V with the def2-TZVPD basis set.

Structure (ORCA input):
```
! wB97M-V def2-TZVPD RIJCOSX def2/J DEFGRID3
* xyz 0 1
O 0.674 -0.804 -0.367
H 0.955 -1.719 -0.439
H -0.283 -0.754 -0.419
H 1.009 -0.283 -1.100
C -1.087 2.293 -3.182
F -0.731 2.704 -2.002
F -2.356 1.987 -3.145
F -0.951 3.219 -4.123
S -0.017 0.704 -3.729
O -0.874 -0.434 -3.601
O 0.561 0.908 -5.064
N 1.226 0.619 -2.446
S 2.403 1.521 -2.995
O 3.368 0.838 -3.897
O 2.035 2.903 -3.313
C 3.391 1.484 -1.364
F 4.515 2.224 -1.552
F 2.714 2.037 -0.382
F 3.728 0.270 -1.003
C 3.011 -3.393 -2.047
C 2.223 -3.954 -0.802
C 2.696 -3.372 0.563
O 2.982 -1.986 0.566
C 3.302 -1.461 1.834
N 0.847 -3.582 -0.964
H 4.052 -3.706 -1.966
H 3.101 -2.312 -2.149
H 2.621 -3.822 -2.969
H 2.413 -5.021 -0.687
H 3.581 -3.956 0.814
H 1.997 -3.688 1.337
H 3.690 -0.450 1.716
H 4.023 -2.080 2.367
H 2.397 -1.381 2.436
H 0.341 -4.409 -0.678
H 0.705 -3.622 -1.963
C -2.775 -2.515 -1.182
C -2.881 -1.222 -0.371
C -2.697 -1.467 1.155
O -1.412 -1.873 1.532
C -1.304 -2.100 2.932
N -1.915 -0.261 -0.892
H -1.780 -2.944 -1.065
H -2.974 -2.416 -2.249
H -3.501 -3.276 -0.895
H -3.884 -0.799 -0.435
H -3.521 -2.104 1.478
H -2.835 -0.553 1.732
H -1.349 -1.175 3.508
H -0.377 -2.651 3.093
H -2.138 -2.721 3.257
H -2.346 0.593 -0.569
H -2.063 -0.269 -1.891
C -2.922 5.143 1.486
C -2.509 3.912 2.230
C -1.161 3.311 1.820
O -0.903 2.055 2.440
C 0.433 1.637 2.336
N -2.422 4.281 3.644
H -2.850 5.013 0.406
H -2.386 5.992 1.909
H -3.927 5.490 1.731
H -3.168 3.061 2.062
H -0.463 4.113 2.060
H -1.061 3.256 0.736
H 1.049 2.511 2.546
H 0.720 1.205 1.378
H 0.641 0.855 3.067
H -1.924 3.465 3.969
H -1.660 4.935 3.754
*
```

E_LUMO	0.241	eV
E_HOMO	-0.3578	Eh
gap between HOMO and LUMO	0.367	Ha
calculated total energy	-75413.3080	eV
energy above the lowest of the compared OMol25 structures with the same formula, charge and spin	43.6	kcal per mole